{"formula": "C13H10F5NSYb", "method": "ωB97M-V with the def2-TZVPD basis set", "e_tot_ha": -2612.2023, "charge": -1, "largest_force_ev_per_a": 8.92, "e_homo_ev": [-4.118, -3.858], "multiplicity": 2, "s_squared": 0.77, "symbols": ["C", "C", "C", "C", "C", "Yb", "N", "C", "C", "H", "H", "H", "H", "H", "H", "H", "H", "H", "H", "F", "C", "C", "F", "C", "F", "C", "S", "C", "F", "C", "F"], "coordinates": [[-0.40470, 1.12275, -3.25961], [0.96901, 1.23662, -2.99869], [1.13272, 1.99767, -1.81725], [-0.16158, 2.35645, -1.35094], [-1.10583, 1.80471, -2.25549], [-0.11642, -0.34945, -0.91952], [-2.12624, -1.23823, -0.69641], [0.20329, -2.33191, -1.61839], [1.48217, -2.18332, -2.04770], [2.08645, 2.32218, -1.37263], [1.79263, 0.84945, -3.63530], [-0.37837, 3.00489, -0.48980], [-2.20691, 1.92809, -2.18924], [-0.86336, 0.60116, -4.13788], [1.61527, -1.73116, -3.07391], [-0.26559, -3.04120, -0.79842], [-2.96484, -1.90513, -0.72814], [2.29428, -2.37276, -1.29281], [-0.75007, -2.70808, -2.27489], [-1.72763, 0.04077, 5.26246], [-0.89932, 0.04356, 4.20758], [-0.47710, 1.25695, 3.65031], [-0.94519, 2.41719, 4.14770], [0.41782, 1.25810, 2.58887], [0.79803, 2.44859, 2.05825], [0.92127, 0.05861, 2.02434], [2.09213, 0.04447, 0.80526], [0.36285, -1.14045, 2.53527], [0.56700, -2.30014, 1.84289], [-0.46723, -1.16120, 3.64661], [-0.87454, -2.32918, 4.18746]], "mulliken_charge": [-0.51, -0.54, -0.49, -0.50, -0.47, 0.82, -0.62, -0.60, -0.44, 0.42, 0.46, 0.45, 0.32, 0.29, 0.23, 0.27, 0.02, 0.27, 0.27, -0.32, 0.62, 0.08, -0.31, 0.40, -0.37, -0.20, -0.38, 0.49, -0.34, 0.00, -0.31]}


{"formula": "C4H6O2", "method": "ωB97M-V with the def2-TZVPD basis set", "e_tot_ha": -306.3941, "charge": 0, "largest_force_ev_per_a": 0.55, "e_homo_ev": -9.596, "smiles": "O=C1CC1.C=O", "symbols": ["O", "C", "O", "C", "C", "C", "H", "H", "H", "H", "H", "H"], "coordinates": [[2.08026, 0.41475, 1.72614], [1.96428, -0.50095, 0.95490], [0.91416, 0.32806, -1.44682], [-0.15349, 0.28518, -0.89750], [-1.45957, -0.37018, -0.78504], [-1.05640, 0.84349, 0.11184], [2.73098, -0.75891, 0.20344], [1.05930, -1.14766, 0.94621], [-2.17928, -0.20574, -1.58210], [-1.52766, -1.34694, -0.31181], [-1.52191, 1.80599, -0.08326], [-0.85066, 0.65291, 1.16400]], "mulliken_charge": [-0.41, -0.10, -0.54, 0.50, -0.47, -0.41, 0.25, 0.23, 0.26, 0.22, 0.25, 0.22]}


{"formula": "C27H28MoN3O4S", "method": "ωB97M-V with the def2-TZVPD basis set", "e_tot_ha": -1977.0907, "charge": 1, "largest_force_ev_per_a": 1.21, "e_homo_ev": -11.411, "symbols": ["Mo", "C", "C", "C", "C", "C", "C", "C", "C", "N", "C", "C", "C", "C", "N", "C", "C", "C", "C", "C", "C", "C", "C", "H", "H", "H", "H", "H", "H", "H", "H", "H", "H", "H", "H", "H", "H", "H", "H", "H", "H", "H", "H", "H", "H", "H", "H", "O", "O", "C", "N", "S", "O", "O", "C", "C", "C", "C", "C", "C", "H", "H", "H", "H"], "coordinates": [[-0.05588, 0.58115, -0.86087], [3.48985, -2.08269, -1.52356], [3.80666, -0.80476, -2.24811], [4.78419, -0.77057, -3.23480], [5.08206, 0.40970, -3.89697], [4.39880, 1.57096, -3.58748], [3.39966, 1.59140, -2.61325], [2.69534, 2.87711, -2.29863], [3.13616, 0.38634, -1.95463], [2.14664, 0.28659, -0.89570], [2.52965, 0.47857, 0.31369], [3.83328, 1.04022, 0.77637], [1.58145, -0.00556, 1.39065], [2.24126, -0.74529, 2.50419], [0.34577, 0.22220, 1.19678], [-0.64281, -0.24939, 2.14252], [-1.07648, -1.56790, 2.02258], [-0.49364, -2.49494, 1.00007], [-2.04704, -1.99560, 2.92199], [-2.54573, -1.13270, 3.88801], [-2.08557, 0.16902, 3.97382], [-1.12019, 0.64732, 3.09111], [-0.63232, 2.06511, 3.13783], [3.96861, -2.92462, -2.02000], [2.41627, -2.28063, -1.48855], [3.85232, -2.06923, -0.49086], [5.31152, -1.68331, -3.48281], [5.84792, 0.42336, -4.66093], [4.63060, 2.49125, -4.10901], [3.06927, 3.66745, -2.94691], [2.85110, 3.19699, -1.26497], [1.62141, 2.80970, -2.44912], [4.21275, 1.76060, 0.05446], [4.58158, 0.24723, 0.86278], [3.72305, 1.50801, 1.75306], [3.13386, -1.25069, 2.13950], [1.55050, -1.45872, 2.95059], [2.54756, -0.05318, 3.29362], [0.57904, -2.65169, 1.14250], [-0.66816, -2.15571, -0.02493], [-0.97429, -3.47051, 1.06067], [-2.40972, -3.01430, 2.86100], [-3.30359, -1.48103, 4.57736], [-2.49021, 0.84075, 4.72043], [-1.28892, 2.66934, 3.76062], [-0.62156, 2.50692, 2.14050], [0.37452, 2.13154, 3.55966], [-0.00686, 2.18396, -0.79893], [-1.86045, -1.51125, -1.81773], [-2.64525, -0.66431, -1.36987], [-2.16216, 0.47517, -0.86480], [-3.31043, 1.55969, -0.32287], [-3.30896, 2.72113, -1.15662], [-3.17487, 1.71793, 1.09624], [-4.63755, 0.46029, -0.74180], [-5.98966, 0.66774, -0.58113], [-6.84426, -0.35049, -0.99655], [-6.34550, -1.52434, -1.55538], [-4.97604, -1.71290, -1.71446], [-4.12872, -0.70374, -1.29836], [-6.37550, 1.58215, -0.15128], [-7.91309, -0.22574, -0.88588], [-7.03499, -2.29527, -1.87208], [-4.57226, -2.61583, -2.15273]], "mulliken_charge": [0.77, -1.22, 0.77, -0.92, -0.94, -0.97, 0.98, -1.04, 0.12, 0.00, 0.90, -1.50, 0.63, -1.57, 0.60, -0.36, 1.53, -0.75, -1.25, -0.97, -0.95, 0.93, -1.54, 0.47, 0.23, 0.22, 0.43, 0.42, 0.41, 0.42, 0.27, 0.19, 0.43, 0.33, 0.44, 0.42, 0.44, 0.38, 0.18, 0.11, 0.48, 0.47, 0.45, 0.46, 0.50, 0.24, 0.33, -0.49, -0.79, 0.93, -0.27, 0.91, -0.63, -0.52, 0.32, -0.68, -0.50, -0.55, -0.61, 0.13, 0.48, 0.41, 0.41, 0.52]}


{"formula": "C31H28N7O3S2Se2Ta", "method": "ωB97M-V with the def2-TZVPD basis set", "e_tot_ha": -7463.4987, "charge": -1, "largest_force_ev_per_a": 0.76, "e_homo_ev": [-3.866, -4.420], "multiplicity": 2, "s_squared": 0.77, "symbols": ["Ta", "C", "C", "C", "C", "C", "C", "N", "C", "C", "C", "C", "C", "C", "N", "N", "C", "C", "C", "C", "C", "N", "H", "H", "H", "H", "H", "H", "H", "H", "H", "H", "H", "H", "H", "S", "C", "C", "N", "C", "S", "C", "N", "O", "C", "C", "C", "O", "C", "Se", "C", "Se", "H", "H", "H", "H", "H", "H", "H", "H", "H", "H", "O", "N", "C", "C", "C", "C", "C", "H", "H", "H", "H", "H"], "coordinates": [[-0.04456, -0.61836, -0.87999], [-5.56063, -0.52751, 0.82455], [-4.72944, 0.57372, 0.93706], [-3.34973, 0.42303, 0.90560], [-2.78090, -0.83413, 0.74952], [-3.62520, -1.94411, 0.64883], [-4.99832, -1.79105, 0.68745], [-1.36608, -1.01970, 0.73998], [-0.91291, -1.90437, 1.71741], [-1.50022, -2.07822, 2.97071], [-0.93513, -2.95883, 3.87928], [0.21412, -3.68007, 3.56000], [0.80832, -3.51748, 2.31882], [0.24066, -2.62915, 1.41844], [0.74219, -2.35562, 0.13647], [1.68109, -3.17146, -0.28268], [2.03881, -2.87268, -1.54760], [3.01083, -3.66999, -2.19134], [3.32012, -3.41368, -3.49491], [2.65790, -2.36397, -4.15094], [1.74522, -1.61430, -3.45655], [1.43425, -1.83510, -2.16349], [-6.63651, -0.40823, 0.84328], [-5.14667, 1.56467, 1.05865], [-2.70330, 1.28260, 1.00419], [-3.19311, -2.92892, 0.53873], [-5.63145, -2.66506, 0.59797], [-2.39354, -1.52274, 3.22435], [-1.39560, -3.08125, 4.85126], [0.64942, -4.35947, 4.28001], [1.70036, -4.05737, 2.03931], [3.45905, -4.47243, -1.62497], [4.04872, -4.02160, -4.01513], [2.84642, -2.13128, -5.18871], [1.21542, -0.80034, -3.92571], [-0.90479, 0.28596, -3.08230], [-1.89908, -0.89568, -3.87492], [-2.43966, -0.52614, -5.14728], [-2.85902, -0.19985, -6.16806], [-2.12294, -2.11606, -3.32186], [-1.48235, -2.54520, -1.78459], [-2.92702, -3.09690, -3.99498], [-3.55923, -3.89844, -4.52505], [1.60146, 4.58773, 2.41993], [0.71047, 3.67070, 3.05425], [0.41736, 2.48792, 2.12695], [-0.38935, 1.46056, 2.92601], [-1.55085, 2.02267, 3.54154], [-0.38048, 3.01040, 0.94048], [-0.77006, 1.92588, -0.65585], [1.75902, 1.90658, 1.66678], [1.76173, 0.05843, 1.02147], [1.69886, 5.34661, 2.99885], [-0.22879, 4.18010, 3.30552], [1.16998, 3.29050, 3.98042], [0.24763, 0.97790, 3.67757], [-0.74994, 0.68584, 2.25545], [-1.28729, 2.43597, 4.36792], [0.13367, 3.89137, 0.54841], [-1.36359, 3.33778, 1.28911], [2.44432, 1.86363, 2.52040], [2.20496, 2.58967, 0.94552], [1.83582, 0.64532, -2.17823], [2.40351, 1.76333, -1.85466], [1.81526, 2.93525, -2.16690], [2.40869, 4.12501, -1.79629], [3.61084, 4.10961, -1.10780], [4.20835, 2.89026, -0.82816], [3.58500, 1.72187, -1.20677], [0.90045, 2.83972, -2.72862], [1.91129, 5.04914, -2.05060], [4.07908, 5.03450, -0.80279], [5.14745, 2.82813, -0.29823], [3.94962, 0.72442, -1.02255]], "mulliken_charge": [-1.35, -0.46, -1.08, 0.19, -0.56, -0.16, -0.96, 2.47, 0.69, -0.48, -0.91, -0.77, -0.63, -0.01, 1.75, -1.61, -0.07, -0.63, -0.29, -1.02, -0.07, 0.51, 0.38, 0.40, 0.08, 0.42, 0.37, 0.50, 0.41, 0.38, 0.49, 0.51, 0.39, 0.43, 0.44, -0.25, 0.47, -0.19, -0.57, 0.90, -0.34, -0.15, -0.56, -0.49, -1.75, 3.31, -0.59, -0.55, -2.08, -0.12, -1.29, -0.18, 0.33, 0.47, 0.46, 0.69, -0.76, 0.38, 0.66, 0.64, 0.67, 0.14, -0.22, 0.20, -0.12, -0.88, -0.26, -0.79, -0.18, 0.55, 0.44, 0.38, 0.41, 0.48]}


{"formula": "C2H2O4P", "method": "ωB97M-V with the def2-TZVPD basis set", "e_tot_ha": -719.7467, "charge": -1, "largest_force_ev_per_a": 2.67, "e_homo_ev": [-5.305, -5.304], "symbols": ["C", "C", "O", "O", "O", "O", "P", "H", "H"], "coordinates": [[0.19106, -1.59799, -0.13023], [-0.86355, -0.60242, -0.65116], [-0.07337, -2.66354, 0.39219], [-1.79496, 1.72318, 0.48032], [1.35834, -1.14171, -0.45883], [0.65171, 1.13258, 0.94749], [-0.60947, 1.03194, -0.05272], [1.23679, 0.41474, 0.64757], [-0.09654, 1.70322, -1.17462]], "mulliken_charge": [0.69, -0.29, -0.65, -0.66, -0.71, -0.51, 0.74, 0.40, 0.00]}